Density functional theory data (ωB97M-V with the def2-TZVPD basis set) for the ion C18H26NO3S with charge +1 at a distorted geometry.

ORCA input file:
```
! wB97M-V def2-TZVPD RIJCOSX def2/J DEFGRID3
* xyz 1 1
C 2.330 1.769 -0.359
C 2.801 0.374 -0.185
C 3.851 -0.053 0.575
S 4.015 -1.774 0.473
C 2.685 -1.853 -0.551
N 2.164 -0.667 -0.817
C 0.935 -0.508 -1.542
H 0.765 -1.366 -2.194
H 0.947 0.399 -2.147
C -0.243 -0.430 -0.518
O -0.049 -0.649 0.647
O -1.336 -0.117 -1.142
C -2.625 0.012 -0.437
C -2.555 1.118 0.610
H -1.827 0.860 1.381
C -3.942 1.276 1.239
C -4.958 1.649 0.159
C -5.008 0.542 -0.892
C -5.421 -0.775 -0.236
C -4.404 -1.143 0.844
C -4.352 -0.039 1.900
H -5.332 0.072 2.366
H -3.637 -0.303 2.681
C -3.019 -1.309 0.214
H -2.292 -1.581 0.982
H -3.037 -2.099 -0.541
H -4.693 -2.088 1.314
H -6.410 -0.671 0.210
H -5.474 -1.567 -0.986
C -3.625 0.381 -1.527
H -3.315 1.311 -2.007
H -3.642 -0.403 -2.286
H -5.728 0.806 -1.672
H -5.943 1.776 0.609
H -4.679 2.596 -0.307
H -3.899 2.068 1.992
H -2.245 2.053 0.136
H 2.294 -2.770 -0.950
C 4.826 0.757 1.352
H 5.234 0.172 2.175
H 4.328 1.638 1.759
C 5.983 1.214 0.448
O 5.435 1.924 -0.638
H 6.143 2.353 -1.130
H 6.659 1.844 1.036
H 6.542 0.336 0.092
H 2.997 2.451 0.155
H 2.331 2.045 -1.413
H 1.322 1.884 0.035
*
```

Results
HOMO level = -0.4577 Eh
Orbital gap = 8.915 eV
Max |F| = 1.2 eV Å⁻¹
Total energy = -37551.4177 eV